one | Computed, not measured: a gas-phase ion, C5H12NO (charge -1), with wB97M-V/def2-TZVPD.

E_HOMO ... -0.0962 hartree
Total charge ... -1
Orbital gap ... 6.71 eV
Structure (SMILES) ... CC(C)[C@H](N)C[O-]

Geometry (Å):
H 0.038 -0.378 2.478
H 2.092 -0.781 -0.428
H -1.409 -0.433 1.558
C -0.204 2.020 0.070
H -0.726 1.207 2.284
H 1.708 -1.352 -2.023
H -0.035 0.255 -1.663
C 0.186 0.517 0.492
H -1.275 2.157 0.294
H 0.440 2.725 0.598
H -0.722 -2.171 -0.512
H -0.051 2.106 -1.011
C -0.072 -0.328 -0.755
C -0.549 0.257 1.766
N -1.191 -1.250 -0.601
O 0.988 -2.577 -0.573
H -1.788 -1.225 -1.414
C 1.264 -1.350 -0.979
H 1.307 0.602 0.420

Formally, the Löwdin partial charges of the atoms, in units of the elementary charge, are as follows:
1 H 0.075
2 H 0.060
3 H 0.074
4 C -0.102
5 H 0.057
6 H 0.066
7 H 0.095
8 C -0.400
9 H 0.065
10 H 0.053
11 H 0.037
12 H 0.048
13 C -0.353
14 C -0.112
15 N -0.006
16 O -0.337
17 H 0.041
18 C -0.468
19 H 0.108

=====

two | Computed, not measured: a gas-phase ion, C5H12NO (charge -1), with wB97M-V/def2-TZVPD.

E_HOMO ... -0.0971 hartree
Total charge ... -1
Orbital gap ... 6.67 eV
Structure (SMILES) ... CC[C@@H](C)NC[O-]

Geometry (Å):
C 2.205 -0.119 -0.064
H -1.960 1.062 -1.913
H 2.588 0.727 0.594
H -1.338 -1.443 -0.833
H -0.213 -0.325 -1.501
C -1.106 -0.434 -0.787
C -0.263 0.051 0.478
H -1.762 -0.739 2.059
H -0.597 0.559 2.525
H -3.219 0.042 -1.205
H -1.951 1.125 1.605
H -2.292 1.258 -0.217
H 0.134 1.028 0.054
O 1.954 0.329 -1.278
C -2.232 0.499 -1.056
H 2.855 -0.984 -0.089
N 0.939 -0.802 0.793
C -1.244 0.220 1.736
H 1.389 -0.619 1.753

Formally, the Löwdin partial charges of the atoms, in units of the elementary charge, are as follows:
1 C -0.517
2 H 0.048
3 H 0.071
4 H 0.063
5 H 0.106
6 C -0.253
7 C -0.427
8 H 0.079
9 H 0.027
10 H 0.065
11 H 0.063
12 H 0.060
13 H 0.127
14 O -0.325
15 C -0.142
16 H 0.051
17 N -0.069
18 C -0.100
19 H 0.074

=====

three | Computed, not measured: 2 unconnected molecules or ions with the total composition C5H12NO, with wB97M-V/def2-TZVPD.

E_HOMO ... -0.0805 hartree
Total charge ... -1
Orbital gap ... 6.40 eV

Geometry (Å):
C 0.936 0.595 2.755
H -0.586 -1.231 -3.398
H -0.109 0.404 -1.108
O -0.534 0.217 -1.994
H -0.107 -3.137 -1.716
H 0.312 0.917 3.588
C -0.122 -1.039 -2.419
C 0.233 0.879 1.451
H -1.560 1.696 0.688
N 0.916 0.779 0.283
H -1.482 -2.116 -1.124
H 1.870 1.167 2.823
H 1.836 1.168 0.510
H 0.965 -1.069 -2.628
C -0.429 -2.141 -1.410
C -1.124 1.152 1.518
H -1.659 1.128 2.461
H 0.146 -1.861 -0.521
H 1.208 -0.462 2.812

Formally, the Löwdin partial charges of the atoms, in units of the elementary charge, are as follows:
1 C -0.119
2 H 0.092
3 H 0.006
4 O -0.139
5 H 0.054
6 H 0.046
7 C -0.398
8 C -0.636
9 H 0.009
10 N -0.041
11 H 0.066
12 H 0.055
13 H -0.009
14 H 0.097
15 C -0.109
16 C -0.077
17 H -0.009
18 H 0.056
19 H 0.057

=====

Which one sits at the top of the stability order? three does.